1.
52
Properties=species:S:1:pos:R:3:forces:R:3 method="wB97M-V/def2-TZVPD" orbital_gap_ev=7.969 lumo_ev=-4.73 e_tot_ev=-63891.4366 total_charge=+1
Te -0.610403 -1.735915 2.687739 0.058 -0.065 -0.001
Si 2.038599 -0.116927 4.370540 0.024 -0.002 -0.033
Si 0.073611 -4.991988 2.430957 -0.005 -0.008 -0.003
Al -0.177275 -0.581950 0.284984 -0.046 0.000 -0.054
F 1.258041 -1.283555 -0.241235 -0.011 -0.025 0.037
F 1.775883 1.664587 -0.570750 0.080 -0.025 -0.106
F 0.503005 2.404726 0.877974 -0.061 0.049 0.071
O -5.584546 -1.022149 -1.489864 -0.046 -0.043 0.013
O -3.891419 0.538806 0.063852 0.031 0.054 -0.102
O -1.672387 0.465093 0.423100 0.044 0.049 -0.042
O -5.312123 -2.825667 -2.757087 -0.009 -0.033 0.044
N -1.327716 -1.595915 -0.953422 -0.015 0.074 0.049
N -1.294197 -2.664237 -1.754255 -0.024 -0.013 -0.016
C -0.858281 -4.957500 0.805646 -0.019 0.012 -0.021
C -2.800962 0.049798 -0.100111 -0.101 -0.180 0.234
C 2.777714 0.062593 2.656084 -0.091 0.033 0.001
C -2.593602 -1.180640 -0.926457 0.053 0.045 -0.107
C 2.156199 1.476144 5.328442 0.023 0.026 -0.015
C 2.872599 -1.489708 5.318590 -0.002 0.029 0.026
C -3.394428 -2.002302 -1.716966 0.020 -0.044 0.026
C 1.455262 -6.236367 2.384716 0.025 0.001 0.003
C -4.858852 -1.988513 -2.029189 0.024 0.061 -0.128
C 0.859076 -3.278524 2.674058 0.009 0.054 -0.066
C 0.819292 1.375621 0.206386 -0.037 -0.056 0.035
C 0.168685 -0.404590 4.159711 -0.051 0.035 0.007
C -2.512222 -2.942577 -2.232036 -0.004 0.034 0.013
C -1.099583 -5.301222 3.844964 -0.002 0.005 0.014
H 1.671384 1.388065 6.302806 -0.004 0.003 -0.003
H 2.171545 -6.013313 1.591527 -0.002 -0.003 0.000
H 3.073460 -2.373388 4.714600 -0.024 -0.052 -0.024
H 3.087944 -0.890943 2.226365 -0.024 0.010 -0.026
H -2.702772 -3.764973 -2.902002 0.004 0.001 -0.001
H -0.167838 -4.825422 -0.031223 0.008 0.016 0.004
H 1.339825 -3.226602 3.649500 0.013 -0.008 0.071
H 1.595996 -3.026772 1.910356 -0.012 -0.011 0.009
H 1.065193 -7.240841 2.208693 -0.004 0.001 0.001
H 2.019156 0.489143 1.989111 0.147 -0.014 0.065
H -0.305225 0.549776 3.911487 0.022 0.012 0.014
H 3.637756 0.733960 2.655711 0.005 -0.015 -0.015
H -0.283440 -0.735769 5.096046 -0.013 -0.015 -0.015
H 1.691797 2.309715 4.797775 -0.007 0.001 0.001
H -1.975462 -4.650241 3.806562 0.004 0.001 0.004
H -1.458331 -6.332166 3.816436 -0.010 0.002 -0.002
H -0.611100 -5.153794 4.810894 0.005 -0.009 -0.004
H 1.998653 -6.256045 3.331618 0.000 -0.003 -0.004
H -5.067095 -0.416026 -0.918152 0.021 0.042 0.041
H -1.392123 -5.896214 0.644483 0.008 -0.004 0.009
H 2.300107 -1.789669 6.198853 -0.002 -0.001 -0.014
H -0.418590 -3.131776 -1.934342 -0.001 -0.013 0.014
H 3.202188 1.736527 5.504662 -0.005 0.000 0.005
H 3.839778 -1.125455 5.674532 -0.010 -0.001 0.004
H -1.607060 -4.158376 0.781138 0.014 -0.009 -0.012

2.
52
Properties=species:S:1:pos:R:3:forces:R:3 method="wB97M-V/def2-TZVPD" orbital_gap_ev=5.815 lumo_ev=-5.37 e_tot_ev=-58624.6783 total_charge=+1
Cl -1.250360 -2.374523 1.986434 0.705 0.873 -1.164
Cl -2.652532 -1.193596 -1.319454 1.029 -0.477 0.492
O -0.798872 1.895970 -0.180005 -1.500 -0.430 1.997
O 2.276008 -3.733312 -0.666618 -0.857 1.461 1.206
O 0.137042 2.069900 -1.181360 2.079 0.497 -1.510
O 6.028673 -0.032215 0.885948 -2.876 1.525 0.160
O 5.120470 1.786782 2.235656 -1.053 -2.922 -0.179
O -5.635620 2.703977 -2.286463 0.149 -0.054 0.340
O 1.366135 -4.064444 1.580943 2.042 1.788 -1.630
N 3.386606 -1.204443 1.061690 -5.080 0.692 -0.763
N 3.459317 0.111989 1.219189 0.662 2.891 0.378
C -4.869059 1.702887 -1.607745 -0.235 -0.137 -0.237
C -5.661630 3.197617 0.030058 -0.347 -0.032 0.278
C -0.674956 -1.254928 0.632306 -0.349 0.940 -0.224
C -5.985984 3.733268 -1.351171 0.049 0.225 -0.266
C -0.075302 1.918819 1.055190 1.046 -0.727 0.411
C -4.492082 2.279866 -0.256376 0.439 0.037 0.084
C 2.481868 1.086020 1.205574 -2.762 -1.001 -0.302
C -0.982217 -1.836286 -0.831893 0.248 -0.032 -0.223
C 6.054986 0.066824 -0.566369 0.791 -0.517 -1.162
C 1.014087 0.770549 1.035964 2.770 -2.998 -0.120
C 2.061875 -1.557113 0.856190 -0.971 -1.290 0.049
C 2.023163 -5.359699 1.561335 -0.667 -2.219 0.653
C 0.800245 -0.727109 0.836661 2.022 3.080 0.824
C 0.042193 -1.363079 -1.955423 -0.466 -0.164 -0.910
B 4.897838 0.604549 1.452338 3.441 1.038 0.270
B 1.872822 -3.177164 0.591763 -0.339 -2.234 0.028
H 4.971484 1.532080 3.177322 0.059 0.775 -0.648
H -0.532949 -1.338721 -2.944885 0.766 -0.116 1.410
H -5.499924 0.813878 -1.498635 0.089 -0.078 0.039
H 7.068687 -0.316368 -0.912931 -1.343 0.466 0.590
H -0.243282 1.770751 -2.037100 -0.530 0.120 1.035
H -4.336488 1.513947 0.505861 -0.028 0.000 -0.055
H -0.765189 1.725328 1.945794 0.492 0.230 -1.610
H 5.988659 1.151275 -0.908895 -0.133 -1.389 0.458
H -5.384248 4.618187 -1.585055 -0.063 0.052 0.063
H 1.516812 -3.947981 -1.239606 0.570 -0.219 0.374
H -3.996048 1.438555 -2.209539 -0.082 0.046 -0.077
H 5.267534 -0.602809 -1.036965 0.789 0.964 0.530
H 0.894112 -2.107627 -2.132753 -1.035 1.259 0.583
H -1.102485 -2.969743 -0.813912 0.253 1.573 0.077
H 0.429665 2.917146 1.248946 -0.488 -1.111 -0.455
H 3.130439 -5.314358 1.809769 -1.362 0.227 -0.617
H -6.505539 2.615130 0.412903 0.045 0.071 -0.003
H -1.355704 -0.339341 0.733570 1.171 -1.345 -0.139
H 1.808468 -5.946803 0.602088 0.569 1.083 1.242
H 0.428695 -0.299423 -1.805719 -0.385 -1.604 0.076
H 1.543297 -5.981190 2.396200 0.622 1.065 -1.119
H -3.571869 2.867294 -0.344100 -0.021 -0.059 0.005
H 2.778302 2.174225 1.328506 0.040 -1.734 -0.077
H -7.040818 3.989872 -1.465422 0.065 -0.059 -0.099
H -5.436326 3.985589 0.750196 -0.028 -0.028 -0.064

3.
54
Properties=species:S:1:pos:R:3:forces:R:3 method="wB97M-V/def2-TZVPD" orbital_gap_ev=4.985 lumo_ev=1.95 e_tot_ev=-42894.6417 total_charge=-1
O 3.553807 0.925194 1.298968 0.184 -0.089 0.185
O 0.664670 3.886629 1.488628 0.062 0.084 0.132
O -2.657304 -3.804061 1.208055 0.057 -0.199 0.057
O 1.288438 3.158292 3.503473 0.126 0.143 0.007
O 5.749266 0.741062 0.852023 0.349 0.128 -0.063
O -1.924948 -1.689933 1.436772 -0.108 0.264 0.076
O 4.650835 -0.927902 1.883821 -0.056 -0.014 0.032
O -5.339843 0.117391 -3.598752 -0.319 0.083 -0.182
O -0.387324 2.132043 2.412038 -0.248 -0.297 0.081
O 0.106806 0.262889 -1.320553 0.767 -0.253 -0.642
O -4.976081 -1.687322 -2.305440 -0.035 -0.163 0.041
O -0.594851 -3.420487 1.971724 0.000 -0.218 0.034
O -3.457920 -0.056942 -2.379499 -0.482 -0.248 -0.005
C -4.651401 -0.477321 -2.835513 0.450 0.216 0.083
C 4.747440 0.291585 1.296937 -0.164 0.059 -0.051
C -3.818391 -2.184568 -1.627041 0.014 -0.279 0.099
C -1.744875 -2.852033 1.531065 0.079 0.140 -0.061
C -0.833763 -4.816456 2.151766 0.236 -0.154 0.174
C 2.289689 1.114474 -2.550208 -1.037 -0.616 1.191
C -3.053750 -0.924610 -1.318440 0.469 0.036 0.172
C 0.435906 2.979667 2.463055 0.008 -0.004 -0.213
C 2.559185 -0.017146 1.713036 -0.690 -0.048 -0.119
C 3.362419 -1.017900 2.500075 -0.043 -0.151 0.217
C -1.997728 -5.070912 1.227037 -0.157 -0.257 -0.181
C 2.280352 4.105251 3.094177 0.369 0.021 0.160
C 1.574554 4.861472 1.996548 0.070 0.288 -0.188
C -1.504048 2.062081 -3.472363 0.016 -0.232 -0.318
B -0.268794 1.037058 -3.918302 0.060 -0.073 0.733
B 0.688264 0.786088 -2.547743 0.439 0.001 -0.682
H -2.667952 -5.847336 1.590093 -0.120 0.145 -0.002
H 3.456127 -0.745311 3.555155 0.034 0.019 -0.042
H -1.679511 -5.319211 0.211874 0.022 0.044 0.029
H 2.248220 5.201112 1.213221 -0.108 -0.130 -0.108
H 3.156910 3.563992 2.730489 -0.069 -0.016 -0.044
H -3.344241 -0.483060 -0.364555 -0.035 0.008 -0.031
H 0.050419 -5.394095 1.890444 0.068 0.170 -0.027
H 2.750842 0.278767 -3.083489 0.143 0.121 -0.231
H -2.448489 1.662421 -3.835849 -0.216 0.223 -0.050
H 2.460144 2.050329 -3.071130 0.211 0.027 -0.162
H 1.004555 5.714440 2.373829 -0.007 -0.049 0.015
H -1.084201 -5.000394 3.199679 -0.029 0.023 -0.033
H 2.711150 1.126727 -1.531257 0.176 0.162 -0.162
H -0.680162 -0.083111 -4.213367 -0.288 -0.269 -0.039
H 2.572749 4.740210 3.928325 -0.134 -0.116 0.095
H 0.375108 1.425208 -4.869114 0.197 0.268 -0.331
H -4.101710 -2.737620 -0.734252 -0.179 0.047 -0.050
H -3.272630 -2.849281 -2.303400 -0.009 0.075 -0.028
H -1.974241 -1.058396 -1.330451 0.019 0.266 -0.140
H 2.092577 -0.453116 0.826445 0.012 0.089 -0.014
H -1.386056 3.068355 -3.891248 0.036 0.025 0.095
H 1.792692 0.471090 2.311495 0.056 0.131 -0.086
H -0.116366 1.026510 -0.803398 -0.311 0.502 0.719
H -1.623720 2.156939 -2.383553 -0.046 0.091 -0.036
H 2.967177 -2.028752 2.428670 0.161 -0.024 -0.107